{"formula": "C37H92ClF12N7O18S4", "method": "ωB97M-V with the def2-TZVPD basis set", "charge": 2, "e_lumo_ev": -4.5, "e_homo_ha": -0.41573, "elements": ["C", "C", "C", "C", "N", "C", "C", "C", "C", "C", "H", "H", "H", "H", "H", "H", "H", "H", "H", "H", "H", "H", "H", "H", "H", "H", "H", "H", "H", "H", "C", "C", "C", "O", "C", "N", "H", "H", "H", "H", "H", "H", "H", "H", "H", "H", "H", "H", "C", "C", "C", "O", "C", "N", "H", "H", "H", "H", "H", "H", "H", "H", "H", "H", "H", "H", "C", "C", "C", "O", "C", "N", "H", "H", "H", "H", "H", "H", "H", "H", "H", "H", "H", "H", "C", "C", "C", "O", "C", "N", "H", "H", "H", "H", "H", "H", "H", "H", "H", "H", "H", "H", "C", "C", "C", "O", "C", "N", "H", "H", "H", "H", "H", "H", "H", "H", "H", "H", "H", "H", "C", "C", "C", "O", "C", "N", "H", "H", "H", "H", "H", "H", "H", "H", "H", "H", "H", "H", "Cl", "C", "F", "F", "F", "S", "O", "O", "O", "C", "F", "F", "F", "S", "O", "O", "O", "C", "F", "F", "F", "S", "O", "O", "O", "C", "F", "F", "F", "S", "O", "O", "O"], "xyz": [[-2.680878, -4.145650, -0.608053], [-1.716496, -3.805360, -1.728566], [-1.137261, -2.415564, -1.687281], [-0.390644, -2.104840, -0.377887], [0.090319, -0.614238, -0.352376], [1.024166, -0.368570, 0.808547], [0.659803, 0.998325, 1.404295], [-0.418728, 1.628012, 0.470184], [-0.980516, 0.411226, -0.225126], [0.808844, -0.303110, -1.624860], [-3.410178, -3.344352, -0.574992], [-2.118742, -4.088399, 0.317952], [-3.191603, -5.122092, -0.708480], [-2.195340, -3.837201, -2.717897], [-0.879862, -4.502678, -1.671654], [-1.931689, -1.630014, -1.822217], [-0.470182, -2.266777, -2.544881], [0.517756, -2.683249, -0.299710], [-1.071052, -2.232257, 0.454898], [2.013954, -0.495847, 0.430602], [0.720472, -1.121525, 1.530823], [1.495492, 1.650801, 1.712269], [0.245010, 0.776469, 2.378356], [-0.100284, 2.513033, -0.136553], [-1.243738, 2.016772, 1.019546], [-1.355354, 0.576067, -1.227737], [-1.769669, 0.029698, 0.441223], [1.498248, -1.105023, -1.871109], [1.425462, 0.572596, -1.454337], [0.124790, -0.067003, -2.424507], [3.415276, -3.719699, 2.845634], [2.027345, -3.706439, 2.156274], [1.709406, -5.011713, 1.503200], [0.380667, -4.873429, 1.032329], [0.013829, -6.107712, 0.392795], [0.934107, -3.295027, 3.125439], [1.256823, -2.502597, 3.720126], [0.064574, -2.968677, 2.633736], [0.572737, -4.048180, 3.729720], [3.645517, -2.773161, 3.353299], [4.169993, -3.849932, 2.078712], [3.457049, -4.529527, 3.556615], [2.018931, -2.940364, 1.402833], [1.794173, -5.876691, 2.162019], [2.392940, -5.252257, 0.671489], [0.056458, -6.849922, 1.187703], [0.621149, -6.379347, -0.470993], [-0.998108, -5.981286, 0.046466], [6.801411, -3.629089, 0.592499], [6.597788, -2.281455, 0.028364], [5.401717, -1.595705, 0.606124], [5.325802, -0.201294, 0.343426], [4.676845, -0.006689, -0.925626], [7.675616, -1.240907, 0.212221], [7.916333, -1.099782, 1.207139], [8.552011, -1.344007, -0.316419], [7.276081, -0.314101, 0.049717], [7.606394, -4.191638, 0.145072], [5.924453, -4.206197, 0.359286], [6.949047, -3.755811, 1.655475], [6.475482, -2.345503, -1.055310], [5.342689, -1.723993, 1.660703], [4.496378, -2.174910, 0.376073], [3.612765, -0.283218, -0.824273], [5.012387, -0.594766, -1.784028], [4.763815, 1.052485, -1.140149], [-6.722172, 1.900103, -1.478057], [-6.039680, 2.668949, -0.378907], [-4.947052, 1.746867, 0.197846], [-5.649375, 0.707474, 0.785734], [-4.792112, 0.088025, 1.737611], [-5.271456, 3.956263, -0.799738], [-4.642574, 4.471568, -0.086044], [-4.690162, 3.721387, -1.601824], [-5.965426, 4.663466, -1.066628], [-6.020400, 1.963448, -2.297879], [-7.652205, 2.348817, -1.809833], [-6.922333, 0.895347, -1.140766], [-6.540649, 2.951820, 0.534192], [-4.369888, 2.245210, 0.976572], [-4.276536, 1.418256, -0.604552], [-5.458274, -0.511318, 2.392338], [-4.164340, 0.745728, 2.316656], [-4.064918, -0.565349, 1.221608], [-3.991384, 0.483668, 5.132983], [-2.586963, 1.034601, 5.204386], [-2.466779, 1.956107, 6.390000], [-1.123181, 2.302459, 6.586025], [-0.631023, 3.417303, 5.851398], [-1.509373, -0.055281, 5.307926], [-1.584106, -0.507226, 6.209758], [-1.608978, -0.731198, 4.531571], [-0.576411, 0.371183, 5.238673], [-4.015249, -0.394218, 4.468198], [-4.689377, 1.273706, 4.834559], [-4.367646, 0.198709, 6.118824], [-2.316935, 1.696419, 4.369888], [-2.748767, 1.448397, 7.326544], [-3.148833, 2.829195, 6.265295], [-0.509127, 3.242427, 4.784481], [0.309830, 3.723622, 6.298598], [-1.295041, 4.257645, 6.091370], [-1.511266, -1.785549, -5.626373], [-2.291849, -2.368491, -6.822213], [-3.146967, -3.576699, -6.411324], [-4.421223, -3.443991, -6.890703], [-4.993704, -4.668448, -7.334411], [-3.180613, -1.321478, -7.525987], [-3.571899, -0.581749, -6.912938], [-2.797285, -0.855487, -8.366001], [-4.001848, -1.869543, -7.876008], [-2.162449, -1.588623, -4.785434], [-0.916586, -0.923934, -5.892147], [-0.802780, -2.559422, -5.312969], [-1.567029, -2.606123, -7.578500], [-3.115977, -3.664719, -5.299420], [-2.624010, -4.430132, -6.870636], [-4.803847, -4.835902, -8.412256], [-6.077246, -4.622851, -7.170029], [-4.493202, -5.503570, -6.858307], [0.288521, 6.509766, 0.999903], [1.620913, 6.602958, 0.316498], [2.192348, 5.217286, 0.138576], [3.153122, 5.255342, -0.866843], [3.621164, 3.945529, -1.233112], [1.573819, 7.218202, -1.110732], [0.950914, 6.717256, -1.772853], [1.297389, 8.206003, -1.107372], [2.484209, 7.119877, -1.542911], [-0.297218, 7.454380, 0.998674], [0.387452, 6.302503, 2.082068], [-0.425676, 5.862077, 0.458579], [2.308312, 7.266602, 0.828044], [1.447037, 4.487473, -0.181269], [2.624687, 4.963450, 1.131150], [4.288208, 3.977106, -2.116323], [2.791649, 3.287810, -1.437850], [4.170654, 3.495343, -0.413012], [-1.825617, -1.628501, 2.591351], [3.382204, 1.093930, 4.352567], [4.609672, 0.644912, 4.386048], [3.278050, 2.232878, 5.002190], [2.917487, 1.289199, 3.084746], [2.160272, -0.067376, 4.965860], [2.179758, -1.044722, 3.865301], [2.521477, -0.554305, 6.247952], [0.961632, 0.811558, 4.981324], [2.471489, 1.432523, -3.967128], [1.728916, 0.517034, -4.607023], [1.690995, 2.083607, -3.140556], [3.420284, 0.816662, -3.310351], [3.272703, 2.612956, -5.056905], [2.209295, 3.342366, -5.817154], [3.964484, 3.505592, -4.109097], [4.212220, 1.871496, -5.897892], [-4.608045, 4.976941, 2.920986], [-5.459155, 4.065266, 2.422209], [-5.083842, 6.189142, 2.751902], [-4.446816, 4.729219, 4.224346], [-2.970715, 4.754143, 2.092196], [-2.067004, 5.427014, 2.990299], [-2.780513, 3.347067, 1.811738], [-3.247644, 5.499917, 0.824381], [2.948292, -3.153468, -3.345600], [3.438323, -1.975460, -3.580421], [1.635883, -3.165724, -3.519209], [3.515329, -4.087458, -4.051924], [3.314304, -3.588364, -1.666866], [2.540207, -2.608822, -0.839158], [2.879417, -4.957531, -1.398669], [4.785787, -3.374206, -1.570022]], "atomic_forces_ev_per_a": [[0.0, 0.4, -0.2], [0.1, -0.4, -0.5], [0.1, 1.7, 0.4], [-0.4, 1.2, -1.0], [0.1, -0.5, -0.8], [-1.0, 0.0, 0.4], [0.0, 0.7, 0.2], [0.9, 0.3, 0.1], [-1.0, -0.2, 0.0], [0.8, 0.2, 0.3], [-0.5, 0.0, 0.2], [-0.2, -0.3, 0.4], [0.4, 0.5, 0.0], [0.0, -0.6, 0.2], [0.0, -0.2, -0.5], [0.3, -0.7, 0.2], [0.0, -0.2, 0.2], [0.0, -0.2, 0.1], [0.3, 0.1, 0.2], [0.7, -0.2, 0.1], [0.5, 0.0, 0.1], [-0.4, -0.3, -1.1], [-0.5, 0.0, 0.2], [0.2, -1.1, 0.0], [-0.4, 0.4, 0.7], [-0.4, 0.2, 0.0], [0.3, -0.3, -0.4], [-0.3, -0.1, 0.0], [-0.1, 0.2, 0.1], [-0.2, -0.2, -0.1], [-0.8, 0.6, -0.2], [1.1, 0.3, 1.0], [-0.3, -0.1, -0.5], [0.3, -0.8, -0.8], [-0.4, 0.5, 0.6], [-0.9, -0.5, 0.0], [0.2, 0.0, -0.3], [0.5, 0.0, 0.2], [0.6, 0.1, -0.3], [-0.3, -0.3, -0.1], [0.1, -0.3, -0.1], [0.2, -0.3, 0.3], [0.0, 0.3, -0.3], [-0.2, 0.0, 0.6], [-0.1, 0.5, 0.2], [-0.1, -0.6, -0.3], [0.4, 0.2, 0.2], [-0.4, -0.1, 0.1], [0.7, -1.2, 0.4], [-0.1, 1.3, -1.1], [-1.6, -0.3, 0.9], [0.1, -1.1, -1.1], [-1.1, 0.6, 0.2], [1.5, 0.3, 1.3], [0.2, -0.7, -0.2], [-0.5, -0.2, 0.1], [-0.6, 0.1, -0.8], [0.4, 0.0, -0.4], [-0.5, -0.1, -0.3], [0.0, 0.7, 0.5], [0.1, -0.1, 0.2], [0.8, 0.3, 1.4], [0.2, 0.6, -0.9], [0.4, 0.2, 0.0], [0.6, -0.1, 0.3], [0.0, 0.1, -0.2], [-0.4, 1.7, -0.1], [2.4, -0.1, 1.8], [-0.5, 0.8, -0.1], [0.5, -0.2, 0.6], [-0.5, -2.0, -0.2], [-0.8, 0.3, 0.2], [-0.3, -0.9, -0.3], [0.1, 0.3, -0.1], [0.3, -0.1, -0.3], [0.1, -0.6, -0.6], [-0.2, 0.1, 0.0], [0.2, -0.2, 0.0], [-1.0, 0.2, -0.3], [0.1, 0.3, -0.4], [0.2, -0.2, -0.1], [0.7, 0.3, -0.3], [-0.2, 0.8, 0.3], [-0.4, -0.1, 0.2], [-0.1, -0.4, -0.2], [0.3, 0.4, 0.1], [0.3, 0.2, 0.9], [0.5, 0.1, 0.1], [-0.6, 0.6, 1.0], [-1.8, 0.9, -0.1], [0.0, -0.3, 0.2], [-0.1, -0.1, -0.2], [0.7, 0.2, 0.1], [-0.3, 0.4, 0.1], [0.2, -0.2, -0.4], [0.3, -0.3, 0.1], [-0.1, -0.8, -0.4], [-0.2, 0.0, -0.3], [0.4, -0.4, 0.0], [-0.1, 0.0, -0.1], [0.3, -0.4, -0.1], [-0.1, 0.1, -0.7], [-0.2, -0.7, -0.7], [0.6, 1.6, 0.6], [1.6, -0.2, 0.5], [-1.0, 0.2, -0.5], [-0.3, -0.4, -1.0], [-1.0, 0.1, -0.3], [0.4, -0.6, -0.2], [0.4, -0.3, 0.7], [0.3, 0.2, 0.5], [-0.2, 0.2, 0.2], [0.1, 0.3, -0.1], [-0.1, 0.0, 0.0], [0.2, -0.4, -0.4], [-0.1, -0.1, -0.7], [-0.3, -0.1, 0.4], [-0.1, 0.4, 0.3], [0.4, -0.2, 0.1], [-0.4, -0.2, 0.5], [-1.6, 1.3, -0.1], [-0.2, 0.0, -0.9], [0.8, -0.1, 0.4], [0.8, -0.1, -0.5], [0.9, 0.1, -0.1], [-1.2, -0.1, 0.0], [0.1, 0.2, 0.7], [0.0, -0.3, 0.1], [0.7, -0.1, 0.0], [0.7, -0.1, 0.0], [0.0, -0.5, -0.7], [0.6, -0.3, 0.6], [0.2, 0.0, 0.2], [-0.5, 0.0, 0.5], [-0.3, -0.4, -0.5], [-0.7, 0.4, 0.5], [-0.5, -0.1, -0.3], [0.2, 0.1, 0.5], [0.1, 0.0, 0.4], [-1.7, 0.0, -0.2], [0.6, 0.0, -0.5], [0.6, 0.6, 0.2], [1.6, 0.5, 0.0], [-2.0, 0.4, -0.2], [-0.3, 0.0, 0.5], [0.5, -0.5, 0.7], [1.2, -0.9, -0.5], [0.3, 0.3, -1.9], [-0.3, -0.3, 0.0], [-1.1, 0.4, 1.3], [0.6, -1.0, 1.2], [1.4, 3.9, -3.6], [1.1, -2.0, 1.7], [-0.9, -1.1, -0.1], [-1.4, -0.2, 1.1], [1.3, -0.8, 0.5], [-0.6, 0.0, -0.1], [-0.3, 0.1, 0.0], [-0.4, 0.0, 0.0], [-0.2, 2.0, -1.5], [0.0, -0.6, -0.3], [0.0, -0.2, 0.8], [-0.1, -0.9, 0.5], [0.0, -1.0, 1.4], [0.2, 1.3, -0.9], [-0.9, 0.2, -0.7], [0.4, -0.5, -1.7], [1.3, -0.3, 4.3], [1.1, -0.8, -1.2], [0.3, 1.1, -1.0], [-2.4, -0.5, -0.8]], "lowdin_charge": [-0.09, -0.25, -0.19, -0.10, -0.20, -0.09, -0.11, -0.12, -0.14, -0.01, 0.07, 0.05, 0.09, 0.10, 0.10, 0.12, 0.08, 0.09, 0.01, 0.10, 0.07, 0.11, 0.08, 0.12, 0.06, 0.12, 0.09, 0.07, 0.09, 0.10, 0.00, -0.30, -0.21, -0.20, -0.06, 0.19, 0.09, 0.02, 0.17, 0.07, 0.06, 0.09, 0.10, 0.14, 0.11, 0.10, 0.10, 0.06, -0.03, -0.33, -0.22, -0.16, -0.06, 0.23, 0.18, 0.19, 0.15, 0.10, 0.08, 0.10, 0.14, 0.12, 0.10, 0.07, 0.10, 0.09, -0.01, -0.28, -0.25, -0.16, -0.10, 0.22, 0.13, 0.15, 0.17, 0.08, 0.09, 0.10, 0.14, 0.08, 0.14, 0.11, 0.06, 0.05, -0.05, -0.32, -0.21, -0.19, -0.08, 0.20, 0.16, -0.03, 0.05, 0.06, 0.09, 0.09, 0.15, 0.14, 0.15, 0.08, 0.09, 0.10, -0.03, -0.26, -0.21, -0.20, -0.05, 0.21, 0.18, 0.18, 0.16, 0.08, 0.09, 0.10, 0.15, 0.14, 0.15, 0.11, 0.11, 0.09, -0.05, -0.28, -0.21, -0.19, -0.06, 0.23, 0.19, 0.18, 0.15, 0.10, 0.11, 0.08, 0.16, 0.12, 0.16, 0.08, 0.06, 0.09, 0.04, -0.69, 0.18, 0.17, 0.07, 0.55, -0.34, -0.25, -0.33, -0.75, 0.12, 0.12, 0.14, 0.51, -0.36, -0.36, -0.32, -0.68, 0.11, 0.17, 0.13, 0.50, -0.29, -0.33, -0.37, -0.77, 0.18, 0.14, 0.19, 0.60, -0.36, -0.29, -0.33]}